# C40H39BrClIN4O3SY

A structure of composition C40H39BrClIN4O3SY (wB97M-V/def2-TZVPD, the Open Molecules 2025 dataset).

Values from the calculation:
E_tot ... -5760.7692 Ha
M ... 987.01 g mol⁻¹
Total charge ... +1

Atoms and positions in Å:
1 Y -0.3612 -0.1815 1.1175
2 C -0.6687 6.2256 -2.9720
3 C -0.3090 5.0317 -2.1242
4 C 0.9838 4.7169 -1.7945
5 C 1.3312 3.5709 -1.0412
6 C 2.7342 3.4127 -0.8481
7 N 3.4345 2.3278 -0.7415
8 C 2.9838 0.9472 -0.9297
9 C 3.9824 0.1735 -1.7944
10 C 3.8947 -1.3248 -1.5129
11 N 2.5084 -1.7827 -1.5433
12 C 1.9500 -2.4471 -2.5008
13 C 0.5880 -2.8444 -2.5048
14 C 0.1329 -3.7548 -3.4762
15 C -1.1640 -4.2121 -3.4957
16 C -1.6600 -5.1965 -4.5237
17 C -2.0100 -3.7402 -2.4797
18 C -1.6163 -2.8261 -1.5185
19 C -2.5739 -2.4319 -0.4926
20 N -2.3847 -1.6334 0.4841
21 C -3.5201 -1.4914 1.4098
22 C -3.6352 -0.0823 1.9614
23 C -3.6179 0.9974 0.8944
24 N -2.2397 1.3442 0.4549
25 C -2.1839 2.4069 -0.2489
26 C -1.0173 3.0981 -0.7826
27 C -1.2892 4.1932 -1.5849
28 C 0.3272 2.7253 -0.4739
29 O 0.6085 1.7660 0.3164
30 C -0.3002 -2.3042 -1.5439
31 O 0.0768 -1.3674 -0.7639
32 H 0.2009 6.6027 -3.5083
33 H -1.0637 7.0406 -2.3620
34 H -1.4306 5.9675 -3.7079
35 H 1.7874 5.3535 -2.1562
36 H 3.3272 4.3231 -0.8217
37 H 4.4182 2.4454 -0.5363
38 H 2.0030 0.9768 -1.3979
39 H 2.8670 0.4852 0.0532
40 H 5.0079 0.4871 -1.5774
41 H 3.7979 0.3721 -2.8519
42 H 4.2667 -1.5369 -0.5106
43 H 4.4787 -1.8926 -2.2347
44 H 1.9521 -1.5674 -0.7016
45 H 2.5857 -2.7389 -3.3340
46 H 0.8397 -4.1173 -4.2175
47 H -0.9221 -5.3473 -5.3106
48 H -2.5821 -4.8468 -4.9900
49 H -1.8697 -6.1687 -4.0737
50 H -3.0296 -4.1160 -2.4395
51 H -3.5549 -2.9091 -0.5903
52 H -3.3747 -2.1883 2.2377
53 H -4.4514 -1.7665 0.9043
54 H -2.8490 0.1102 2.6970
55 H -4.5806 -0.0219 2.5026
56 H -4.0815 1.8986 1.2981
57 H -4.2066 0.6880 0.0255
58 H -3.1267 2.9130 -0.4842
59 H -2.3321 4.4249 -1.7851
60 Cl 2.0922 -1.1376 1.4808
61 C 0.1551 0.3518 10.3858
62 C 0.5411 -0.9224 11.0893
63 O 0.6231 -1.0285 12.2804
64 S 0.9657 -2.3830 10.1194
65 C 0.5883 -1.9185 8.4492
66 C -0.7044 -2.0763 7.9542
67 C -1.0028 -1.7018 6.6550
68 C -0.0103 -1.1751 5.8238
69 C 1.2900 -1.0494 6.3159
70 C 1.5863 -1.4186 7.6181
71 C -0.3135 -0.7755 4.4774
72 C -0.5326 -0.4543 3.3192
73 H -0.5878 0.1840 9.6071
74 H 1.0440 0.7722 9.9112
75 H -0.2228 1.0487 11.1296
76 H -1.4712 -2.4953 8.5940
77 H -2.0075 -1.8188 6.2705
78 H 2.0632 -0.6637 5.6647
79 H 2.5958 -1.3222 7.9975
80 Br 2.3584 2.2710 -4.6935
81 C 1.1632 1.4107 -5.8869
82 C 1.4775 1.4457 -7.2382
83 C 0.6450 0.8259 -8.1569
84 C -0.4986 0.1697 -7.7262
85 C -0.8113 0.1349 -6.3760
86 C 0.0167 0.7586 -5.4498
87 I -0.5159 0.6520 -3.4417
88 H 2.3712 1.9599 -7.5639
89 H 0.8956 0.8579 -9.2089
90 H -1.1530 -0.3143 -8.4393
91 H -1.7026 -0.3754 -6.0357